This record from the OMol25 dataset describes a molecular structure, C23H28BrN5O2SZn. The level of theory is ωB97M-V/def2-TZVPD.

Geometry (Å):
1 Zn -0.0932 0.7936 0.4169
2 O -3.6469 -1.0945 2.0420
3 C -3.6586 -2.1424 1.1812
4 C -4.5884 -3.1562 1.4088
5 C -4.6484 -4.2561 0.5774
6 C -3.7981 -4.3576 -0.5180
7 C -2.8866 -3.3487 -0.7582
8 C -2.7896 -2.2417 0.0882
9 C -1.7071 -1.2255 -0.2216
10 O -1.7636 -0.0528 0.5239
11 N -0.3886 -1.9002 -0.0328
12 N 0.6236 -1.1506 0.4074
13 C 1.7362 -1.6389 0.8064
14 C 2.7963 -0.8329 1.3513
15 Br 2.2804 0.9615 1.8775
16 C 4.0524 -1.2078 1.6191
17 C 4.6819 -2.4689 1.2345
18 C 5.6302 -3.0228 2.1017
19 C 6.2557 -4.2164 1.7931
20 C 5.9721 -4.8607 0.5962
21 C 5.0676 -4.2978 -0.2931
22 C 4.4217 -3.1152 0.0213
23 H -2.8895 -0.5375 1.7909
24 H -5.2507 -3.0529 2.2586
25 H -5.3619 -5.0433 0.7815
26 H -3.8507 -5.2100 -1.1815
27 H -2.2420 -3.3962 -1.6310
28 H -1.7648 -0.9753 -1.2971
29 H -0.3837 -2.8956 0.1418
30 H 1.9099 -2.7124 0.7872
31 H 4.6742 -0.5260 2.1890
32 H 5.8531 -2.5107 3.0300
33 H 6.9718 -4.6414 2.4833
34 H 6.4696 -5.7879 0.3462
35 H 4.8798 -4.7718 -1.2476
36 H 3.7548 -2.6632 -0.7020
37 N -4.9509 3.3478 -2.6078
38 C -4.4758 3.0140 -1.2189
39 C -2.9554 2.7778 -1.1983
40 N -2.4185 2.6741 0.1405
41 H -5.9398 3.6023 -2.6160
42 H -4.8244 2.5517 -3.2350
43 H -4.4198 4.1329 -2.9866
44 H -5.0091 2.1252 -0.8858
45 H -4.7413 3.8427 -0.5647
46 H -2.4511 3.5938 -1.7282
47 H -2.7231 1.8467 -1.7198
48 H -2.7939 1.8491 0.5999
49 H -2.6366 3.4892 0.7045
50 S 0.6568 1.9905 -1.5145
51 C 1.3684 3.4224 -0.9034
52 N 2.2448 4.0597 -1.7207
53 C 2.8897 5.2038 -1.4012
54 C 2.6809 5.7888 -0.1887
55 C 1.7912 5.1713 0.7025
56 C 1.1437 4.0099 0.3521
57 H 2.4279 3.6169 -2.6126
58 H 3.5639 5.6034 -2.1447
59 H 3.1950 6.6999 0.0760
60 H 1.6103 5.6116 1.6745
61 H 0.4482 3.5311 1.0247

The calculation puts the energy relative to the best compared isomer or geometry (same formula, charge and spin) at 0.834 eV. The multiplicity is 1. The molar mass comes out at 583.87 g mol⁻¹. The value obtained for the strongest force on any atom is 1.013 eV/A. The calculation puts the HOMO-LUMO gap at 6.759 eV. Its total charge is +2.